(1)
Formula: C15H30N2O6
Source: OMol25
Level of theory: the ωB97M-V functional and the def2-TZVPD basis

Positions of all 53 atoms, in Å:
C 3.967 -2.892 -1.926
O 3.022 -2.172 -1.180
C 3.568 -1.559 -0.035
C 2.471 -0.781 0.697
N 2.055 0.396 -0.039
C 2.848 1.597 0.156
C 2.207 2.558 1.172
O 2.084 2.000 2.464
C 0.810 1.490 2.779
C 1.042 0.464 -0.926
O 0.796 1.495 -1.533
C 0.185 -0.780 -1.110
C -0.784 -0.935 0.052
O -0.513 -1.691 0.976
N -1.931 -0.221 0.043
C -2.915 -0.520 1.067
C -4.058 -1.400 0.520
O -3.635 -2.567 -0.129
C -3.094 -3.557 0.719
C -2.271 0.836 -0.879
C -2.001 2.229 -0.271
O -2.538 3.275 -1.036
C -1.907 3.464 -2.286
H 3.434 -3.320 -2.773
H 4.414 -3.697 -1.330
H 4.768 -2.237 -2.291
H 3.981 -2.323 0.642
H 4.389 -0.885 -0.330
H 2.859 -0.452 1.663
H 1.622 -1.442 0.876
H 2.931 2.122 -0.799
H 3.840 1.311 0.506
H 2.858 3.433 1.270
H 1.232 2.887 0.798
H 0.868 1.156 3.814
H 0.526 0.644 2.146
H 0.042 2.269 2.694
H -0.346 -0.689 -2.056
H 0.819 -1.664 -1.142
H -3.344 0.406 1.455
H -2.399 -1.040 1.875
H -4.732 -1.641 1.358
H -4.625 -0.849 -0.236
H -2.974 -4.446 0.103
H -2.120 -3.263 1.120
H -3.778 -3.777 1.548
H -1.690 0.747 -1.794
H -3.333 0.763 -1.131
H -2.480 2.315 0.708
H -0.917 2.359 -0.155
H -2.297 2.772 -3.040
H -2.130 4.485 -2.593
H -0.825 3.328 -2.205

Results
LUMO level (eV): 0.809
E_HOMO (Ha): -0.3332
SMILES: COCCN(CCOC)C(=O)CC(=O)N(CCOC)CCOC
2S+1: 1
HOMO-LUMO gap (eV): 9.9
Total energy (Ha): -1150.4620

=====

(2)
Formula: C15H30N2O6PS
Source: OMol25
Level of theory: the ωB97M-V functional and the def2-TZVPD basis

Positions of all 55 atoms, in Å:
C 1.629 0.233 3.146
C 0.929 -0.345 2.089
P -0.266 0.658 1.086
C 0.538 2.325 0.884
C -0.405 3.480 0.378
S -1.469 4.202 1.721
C -0.312 4.426 3.088
N -0.447 3.509 4.076
N 0.532 3.851 4.955
C 1.195 4.921 4.519
O 0.681 5.326 3.283
O -1.677 0.664 1.933
C -2.831 1.088 1.157
C -3.867 1.684 2.198
C -4.917 2.645 1.546
O -4.436 0.552 2.865
H 2.740 0.279 3.195
H 1.041 0.676 3.994
H 1.093 -1.419 1.846
H -0.368 0.080 -0.213
H 1.070 2.543 1.843
H 1.349 2.206 0.106
H 0.231 4.331 0.013
H -1.068 3.123 -0.446
H 2.052 5.433 4.990
H -3.375 0.223 0.678
H -2.610 1.817 0.339
H -3.227 2.233 2.949
H -4.500 3.685 1.521
H -5.286 2.314 0.546
H -5.806 2.697 2.234
H -4.789 0.829 3.729
C -0.933 -2.786 -4.430
O 0.437 -2.576 -4.148
C 0.689 -1.362 -3.463
C 1.805 -1.535 -2.443
O 1.440 -2.281 -1.281
C 1.200 -3.680 -1.460
C 2.442 -4.499 -1.775
O 2.883 -4.256 -3.103
C 4.293 -4.240 -3.230
H -1.261 -2.118 -5.233
H -1.056 -3.819 -4.752
H -1.550 -2.631 -3.539
H -0.214 -1.006 -2.948
H 0.993 -0.618 -4.208
H 2.069 -0.538 -2.072
H 2.709 -1.938 -2.897
H 0.409 -3.850 -2.188
H 0.811 -4.029 -0.499
H 2.201 -5.565 -1.697
H 3.226 -4.262 -1.047
H 4.752 -3.608 -2.462
H 4.537 -3.818 -4.204
H 4.693 -5.257 -3.170

Results
LUMO level (eV): -4.541
E_HOMO (Ha): -0.4187
Net charge: +1
2S+1: 1
HOMO-LUMO gap (eV): 6.9
Total energy (Ha): -1889.5741

=====

(3)
Formula: C15H30N2O8S
Source: OMol25
Level of theory: the ωB97M-V functional and the def2-TZVPD basis

Positions of all 56 atoms, in Å:
C 0.643 -0.016 -0.042
C 0.615 1.262 -1.039
O -0.739 1.669 -1.348
C -1.190 1.164 -2.623
C -2.508 0.246 -2.403
O -2.195 -0.971 -1.690
O -3.314 -1.486 -1.081
C -2.801 -2.631 -0.356
O -2.846 -2.524 0.901
O -2.246 -3.756 -1.027
C -2.136 -4.845 -0.069
C -1.752 -6.262 -0.717
S -0.742 -6.168 -2.271
C 0.769 -5.158 -2.010
N 1.649 -5.003 -0.899
N 2.585 -4.090 -1.305
C 2.284 -3.705 -2.662
O 1.121 -4.389 -3.170
H 0.150 0.298 0.954
H 0.057 -0.916 -0.468
H 1.726 -0.317 0.184
H 1.109 2.121 -0.440
H 1.284 1.083 -1.947
H -1.443 2.046 -3.328
H -0.385 0.548 -3.180
H -2.924 0.003 -3.445
H -3.294 0.867 -1.849
H -3.183 -4.974 0.406
H -1.398 -4.602 0.764
H -2.717 -6.842 -0.953
H -1.164 -6.841 0.081
H 2.869 -2.940 -3.287
C -2.270 6.883 -0.060
C -1.599 5.749 -0.819
C -2.142 4.395 -0.390
O -0.192 5.791 -0.586
H -2.088 6.793 1.016
H -1.862 7.848 -0.370
H -3.350 6.888 -0.232
H -1.754 5.884 -1.893
H -1.956 4.220 0.675
H -1.643 3.590 -0.935
H -3.218 4.327 -0.572
H -0.044 5.672 0.361
C 4.271 -0.290 2.524
C 3.381 0.384 3.557
C 3.836 0.063 4.972
O 2.036 -0.054 3.380
H 4.238 -1.379 2.630
H 3.927 -0.060 1.512
H 5.309 0.039 2.623
H 3.394 1.466 3.403
H 3.787 -1.014 5.163
H 3.180 0.544 5.704
H 4.860 0.402 5.144
H 2.013 -1.011 3.514

Results
LUMO level (eV): 0.190
E_HOMO (Ha): -0.3326
SMILES: CCOCCOOC(=O)OCCSc1nnco1.CC(C)O.CC(C)O
2S+1: 1
HOMO-LUMO gap (eV): 9.2
Total energy (Ha): -1698.8566

=====

(4)
Formula: C15H30N5OS
Source: OMol25
Level of theory: the ωB97M-V functional and the def2-TZVPD basis

Positions of all 52 atoms, in Å:
C -4.418 0.058 0.060
C -3.684 1.329 0.717
N -2.965 2.201 -0.275
C -1.620 1.599 -0.613
N -1.304 1.672 -2.067
C -0.688 2.972 -2.485
C -0.101 3.859 -1.297
N 0.600 2.955 -0.326
C -0.455 2.130 0.360
C 0.251 0.856 1.032
C 1.562 1.185 1.898
C 2.675 0.085 1.530
C 2.150 -1.435 1.697
C 3.362 -2.400 1.227
C 2.868 -3.638 0.330
C 1.820 -4.608 1.054
S 0.034 -4.257 0.699
C -0.148 -3.266 -0.825
N 0.469 -3.358 -2.100
N 0.059 -2.422 -3.015
C -0.902 -1.678 -2.238
O -1.066 -2.156 -0.938
H -5.545 0.035 0.188
H -4.081 -0.040 -1.038
H -3.984 -0.878 0.577
H -4.501 1.925 1.270
H -2.981 0.961 1.553
H -3.542 2.292 -1.119
H -1.739 0.475 -0.369
H -2.176 1.596 -2.616
H 0.211 2.701 -3.160
H -1.388 3.587 -3.159
H -0.851 4.570 -0.827
H 0.718 4.525 -1.763
H 1.276 2.302 -0.756
H 1.112 3.572 0.335
H -0.963 2.803 1.143
H -0.547 0.346 1.685
H 0.447 0.109 0.172
H 1.282 1.122 3.009
H 1.997 2.224 1.732
H 3.545 0.239 2.248
H 3.009 0.210 0.432
H 1.855 -1.658 2.776
H 1.268 -1.686 1.023
H 4.014 -1.749 0.531
H 4.041 -2.718 2.102
H 3.811 -4.274 0.135
H 2.544 -3.244 -0.685
H 1.970 -4.528 2.194
H 2.084 -5.683 0.756
H -1.384 -0.818 -2.793

Results
LUMO level (eV): -3.004
E_HOMO (Ha): -0.4084
Net charge: +1
SMILES: CCN[C@H]1NCC[NH2+][C@@H]1CCCCCCCSc1nnco1
2S+1: 1
HOMO-LUMO gap (eV): 8.1
Total energy (Ha): -1336.3148

=====

(5)
Formula: C15H30N7O7
Source: OMol25
Level of theory: the ωB97M-V functional and the def2-TZVPD basis

Positions of all 59 atoms, in Å:
O -1.908 -6.305 1.604
O 3.012 1.818 -2.149
O 1.439 3.343 0.939
O 4.259 7.025 -1.970
O -1.792 -1.893 3.959
O 0.921 2.669 -2.328
O 3.640 2.846 0.976
C -3.005 -5.773 1.497
C 2.207 2.711 -1.909
C 2.526 3.334 0.391
C 3.063 7.165 -2.159
C -2.653 -2.576 3.425
C 1.792 -1.092 -0.839
N 2.568 8.430 -1.985
N 1.557 -0.745 -2.071
N -3.914 -2.438 3.857
N 1.160 -2.088 -0.243
N 2.788 5.078 -3.562
N -3.222 -4.484 1.781
N 2.704 -0.406 -0.215
C -4.190 -6.572 1.007
C -5.157 -3.108 3.469
C 2.652 3.864 -1.023
C 0.100 -2.935 -0.827
C 2.169 5.954 -2.530
C 1.821 5.163 -1.244
C -0.679 -3.710 0.244
C -1.527 -2.793 1.147
C -2.205 -3.552 2.311
H 0.858 1.987 -3.007
H 3.389 2.680 1.899
H 1.625 8.651 -2.285
H 3.257 9.169 -1.870
H 2.137 -0.025 -2.477
H 0.912 -1.283 -2.620
H -3.990 -1.760 4.600
H 1.416 -2.286 0.711
H 3.779 4.936 -3.343
H 2.706 5.498 -4.490
H -4.161 -4.142 1.660
H 2.943 -0.615 0.737
H 3.162 0.357 -0.698
H -3.870 -7.596 0.817
H -4.968 -6.576 1.769
H -4.570 -6.136 0.085
H -5.979 -2.728 4.080
H -5.391 -2.907 2.422
H -5.078 -4.184 3.645
H 3.705 4.078 -1.212
H -0.606 -2.321 -1.392
H 0.555 -3.656 -1.509
H 1.233 6.353 -2.935
H 1.959 5.818 -0.376
H 0.755 4.914 -1.265
H -1.334 -4.414 -0.267
H 0.025 -4.276 0.856
H -2.288 -2.289 0.549
H -0.871 -2.028 1.566
H -1.433 -4.151 2.798

Results
LUMO level (eV): -2.336
E_HOMO (Ha): -0.4318
Net charge: +1
2S+1: 1
HOMO-LUMO gap (eV): 9.4
Total energy (Ha): -1499.4635

=====

(6)
Formula: C15H31Br2InO13
Source: OMol25
Level of theory: the ωB97M-V functional and the def2-TZVPD basis

Positions of all 62 atoms, in Å:
In 0.154 1.473 -0.548
C -0.402 -1.353 1.138
O -0.248 -0.255 0.264
H -1.430 -1.648 1.349
H -0.062 -2.239 0.601
H 0.173 -1.227 2.055
Br -5.307 0.547 3.041
C -4.496 -1.287 2.496
C -2.936 -1.360 2.618
Br -2.371 -1.051 4.519
H -4.828 -1.549 1.491
H -4.998 -2.098 3.024
H -2.375 -0.701 1.956
H -2.534 -2.350 2.402
C -0.700 0.623 3.045
O -2.024 0.887 2.695
C -2.295 1.508 1.573
O -1.491 1.975 0.706
O -3.667 1.461 1.397
C -4.278 2.392 0.443
H -0.664 -0.192 3.769
H -0.201 1.474 3.508
H -0.098 0.232 2.225
H -3.853 3.376 0.642
H -5.354 2.431 0.610
H -4.081 2.122 -0.595
C 1.662 -2.389 -0.823
O 2.492 -1.744 -1.777
C 2.287 -0.430 -1.941
O 1.700 0.279 -1.137
O 2.910 -0.068 -3.036
C 2.856 1.375 -3.375
H 2.176 -3.331 -0.631
H 0.690 -2.492 -1.305
H 1.544 -1.866 0.126
H 1.834 1.752 -3.342
H 3.226 1.464 -4.396
H 3.447 1.878 -2.609
C -1.401 -2.120 -0.973
O -1.192 -1.904 -2.315
C -0.398 -0.837 -2.676
O 0.060 0.002 -1.950
O -0.316 -0.913 -3.993
C 0.545 -0.023 -4.692
H -1.816 -1.198 -0.565
H -0.490 -2.365 -0.427
H -2.032 -2.994 -0.815
H 0.539 -0.253 -5.757
H 1.509 -0.384 -4.333
H 0.340 1.031 -4.501
C 1.459 0.487 2.345
O 2.776 0.855 2.053
C 3.043 1.352 0.843
O 2.239 1.645 -0.039
O 4.364 1.413 0.778
C 5.120 1.797 -0.385
H 0.722 1.284 2.246
H 1.417 0.086 3.358
H 1.180 -0.410 1.793
H 5.989 2.395 -0.107
H 4.411 2.383 -0.969
H 5.470 1.053 -1.099

Results
LUMO level (eV): -9.696
E_HOMO (Ha): -0.5178
Net charge: +2
2S+1: 1
HOMO-LUMO gap (eV): 4.4
Total energy (Ha): -6905.2482

=====

(7)
Formula: C15H31BrCuP2
Source: OMol25
Level of theory: the ωB97M-V functional and the def2-TZVPD basis

Positions of all 50 atoms, in Å:
P 0.433 -1.284 -1.019
P 1.375 2.239 -0.121
C 0.509 0.211 -2.055
C 1.691 1.143 -1.696
H -0.470 0.718 -1.955
H 0.599 -0.153 -3.091
H 2.635 0.571 -1.713
H 1.739 1.949 -2.432
C -0.064 3.042 -0.843
H -0.384 3.833 -0.158
H -0.916 2.409 -1.099
H 0.363 3.506 -1.741
C 2.284 3.854 0.040
H 1.605 4.561 -0.434
H 3.307 3.940 -0.331
H 2.314 4.153 1.107
C -0.826 -2.302 -1.971
H -1.175 -3.162 -1.383
H -0.358 -2.692 -2.882
H -1.719 -1.727 -2.253
C 1.891 -2.330 -1.228
H 2.780 -1.689 -1.211
H 1.791 -2.879 -2.175
H 1.925 -3.043 -0.391
Cu 3.001 1.024 0.380
C -2.057 0.724 0.495
C -2.830 -0.042 -0.331
C -3.714 -1.174 0.080
C -3.236 -2.003 1.343
C -1.974 -2.752 1.135
C -0.755 -2.181 1.169
C -0.355 -0.791 1.711
C -1.325 0.361 1.735
C 2.890 0.482 2.314
H -2.025 1.809 0.294
H -2.987 0.311 -1.384
H -3.760 -1.860 -0.783
H -4.741 -0.855 0.329
H -3.209 -1.356 2.231
H -4.017 -2.759 1.484
H -2.068 -3.831 0.971
H 0.124 -2.848 0.938
H 0.545 -0.387 1.182
H -0.022 -0.956 2.753
H -2.036 0.184 2.541
H -0.781 1.297 2.008
H 3.652 1.185 2.678
H 3.175 -0.588 2.385
H 1.886 0.700 2.731
Br 5.289 1.439 0.650

Results
LUMO level (alpha / beta) (eV): 0.487 / -0.927
E_HOMO (alpha / beta) (Ha): -0.2712 / -0.2711
2S+1: 2
HOMO-LUMO gap (alpha / beta) (eV): 7.9 / 6.4
Total energy (Ha): -5487.1385

=====

(8)
Formula: C15H31BrMoP2
Source: OMol25
Level of theory: the ωB97M-V functional and the def2-TZVPD basis

Positions of all 50 atoms, in Å:
P 1.247 -1.923 -1.719
P -1.222 -2.090 1.613
C 0.706 -3.259 -0.423
C -0.711 -3.266 0.252
H 1.515 -3.541 0.272
H 0.671 -3.998 -1.227
H -1.500 -3.330 -0.513
H -0.748 -4.199 0.821
C -0.444 -2.712 3.138
H -0.663 -1.969 3.918
H 0.647 -2.794 3.048
H -0.878 -3.682 3.401
C -3.000 -2.118 1.738
H -3.319 -2.975 2.345
H -3.436 -2.181 0.733
H -3.312 -1.177 2.210
C 2.942 -2.448 -2.089
H 3.394 -1.636 -2.674
H 2.926 -3.381 -2.675
H 3.517 -2.589 -1.165
C 0.264 -2.304 -3.192
H -0.799 -2.416 -2.951
H 0.643 -3.217 -3.671
H 0.384 -1.453 -3.876
Mo 0.572 -1.244 0.398
C -1.112 -6.278 0.954
C -0.110 -6.080 1.833
C 1.128 -6.917 1.885
C 1.833 -7.162 0.519
C 1.642 -6.103 -0.522
C 0.663 -6.115 -1.445
C -0.493 -7.067 -1.451
C -1.160 -7.368 -0.078
C 0.804 0.536 -0.970
H -2.067 -5.742 1.064
H -0.250 -5.423 2.703
H 0.922 -7.904 2.338
H 1.844 -6.423 2.558
H 2.915 -7.220 0.737
H 1.533 -8.156 0.143
H 2.473 -5.386 -0.601
H 0.762 -5.551 -2.388
H -0.207 -8.037 -1.899
H -1.264 -6.655 -2.122
H -2.229 -7.553 -0.297
H -0.757 -8.320 0.310
H -0.139 1.087 -0.757
H 0.955 0.489 -2.062
H 1.642 1.087 -0.505
Br -0.017 0.510 2.179

Results
LUMO level (alpha / beta) (eV): -8.561 / -8.585
E_HOMO (alpha / beta) (Ha): -0.5254 / -0.5327
Net charge: +2
2S+1: 3
HOMO-LUMO gap (alpha / beta) (eV): 5.7 / 5.9
Total energy (Ha): -3914.2563

=====

Repeat the seventh record exactly.
Formula: C15H31BrCuP2
Source: OMol25
Level of theory: the ωB97M-V functional and the def2-TZVPD basis

Positions of all 50 atoms, in Å:
P 0.433 -1.284 -1.019
P 1.375 2.239 -0.121
C 0.509 0.211 -2.055
C 1.691 1.143 -1.696
H -0.470 0.718 -1.955
H 0.599 -0.153 -3.091
H 2.635 0.571 -1.713
H 1.739 1.949 -2.432
C -0.064 3.042 -0.843
H -0.384 3.833 -0.158
H -0.916 2.409 -1.099
H 0.363 3.506 -1.741
C 2.284 3.854 0.040
H 1.605 4.561 -0.434
H 3.307 3.940 -0.331
H 2.314 4.153 1.107
C -0.826 -2.302 -1.971
H -1.175 -3.162 -1.383
H -0.358 -2.692 -2.882
H -1.719 -1.727 -2.253
C 1.891 -2.330 -1.228
H 2.780 -1.689 -1.211
H 1.791 -2.879 -2.175
H 1.925 -3.043 -0.391
Cu 3.001 1.024 0.380
C -2.057 0.724 0.495
C -2.830 -0.042 -0.331
C -3.714 -1.174 0.080
C -3.236 -2.003 1.343
C -1.974 -2.752 1.135
C -0.755 -2.181 1.169
C -0.355 -0.791 1.711
C -1.325 0.361 1.735
C 2.890 0.482 2.314
H -2.025 1.809 0.294
H -2.987 0.311 -1.384
H -3.760 -1.860 -0.783
H -4.741 -0.855 0.329
H -3.209 -1.356 2.231
H -4.017 -2.759 1.484
H -2.068 -3.831 0.971
H 0.124 -2.848 0.938
H 0.545 -0.387 1.182
H -0.022 -0.956 2.753
H -2.036 0.184 2.541
H -0.781 1.297 2.008
H 3.652 1.185 2.678
H 3.175 -0.588 2.385
H 1.886 0.700 2.731
Br 5.289 1.439 0.650

Results
LUMO level (alpha / beta) (eV): 0.487 / -0.927
E_HOMO (alpha / beta) (Ha): -0.2712 / -0.2711
2S+1: 2
HOMO-LUMO gap (alpha / beta) (eV): 7.9 / 6.4
Total energy (Ha): -5487.1385

=====

Copy entry 4 word for word.
Formula: C15H30N5OS
Source: OMol25
Level of theory: the ωB97M-V functional and the def2-TZVPD basis

Positions of all 52 atoms, in Å:
C -4.418 0.058 0.060
C -3.684 1.329 0.717
N -2.965 2.201 -0.275
C -1.620 1.599 -0.613
N -1.304 1.672 -2.067
C -0.688 2.972 -2.485
C -0.101 3.859 -1.297
N 0.600 2.955 -0.326
C -0.455 2.130 0.360
C 0.251 0.856 1.032
C 1.562 1.185 1.898
C 2.675 0.085 1.530
C 2.150 -1.435 1.697
C 3.362 -2.400 1.227
C 2.868 -3.638 0.330
C 1.820 -4.608 1.054
S 0.034 -4.257 0.699
C -0.148 -3.266 -0.825
N 0.469 -3.358 -2.100
N 0.059 -2.422 -3.015
C -0.902 -1.678 -2.238
O -1.066 -2.156 -0.938
H -5.545 0.035 0.188
H -4.081 -0.040 -1.038
H -3.984 -0.878 0.577
H -4.501 1.925 1.270
H -2.981 0.961 1.553
H -3.542 2.292 -1.119
H -1.739 0.475 -0.369
H -2.176 1.596 -2.616
H 0.211 2.701 -3.160
H -1.388 3.587 -3.159
H -0.851 4.570 -0.827
H 0.718 4.525 -1.763
H 1.276 2.302 -0.756
H 1.112 3.572 0.335
H -0.963 2.803 1.143
H -0.547 0.346 1.685
H 0.447 0.109 0.172
H 1.282 1.122 3.009
H 1.997 2.224 1.732
H 3.545 0.239 2.248
H 3.009 0.210 0.432
H 1.855 -1.658 2.776
H 1.268 -1.686 1.023
H 4.014 -1.749 0.531
H 4.041 -2.718 2.102
H 3.811 -4.274 0.135
H 2.544 -3.244 -0.685
H 1.970 -4.528 2.194
H 2.084 -5.683 0.756
H -1.384 -0.818 -2.793

Results
LUMO level (eV): -3.004
E_HOMO (Ha): -0.4084
Net charge: +1
SMILES: CCN[C@H]1NCC[NH2+][C@@H]1CCCCCCCSc1nnco1
2S+1: 1
HOMO-LUMO gap (eV): 8.1
Total energy (Ha): -1336.3148

=====

Q: total energy of number 3 (C15H30N2O8S)?
A: -1698.8566 Ha

=====

Q: Which formula does entry 5 have?
A: C15H30N7O7